Density functional theory data (ωB97M-V/def2-TZVPD) for a 2-piece molecular cluster, C2H7OPS overall at a distorted geometry.

Output
LUMO (spin up / spin down) ... -0.39 / -1.84 eV
Orbital gap (spin up / spin down) ... 8.932 / 5.765 eV
HOMO level (spin up / spin down) ... -9.32 / -7.61 eV
2S+1 ... 1
ΔE to the lowest compared entry with this formula, charge and spin ... 4.916 eV

Bonds (Å) are listed after each position.
Cartesian coordinates (Å):
1 C -0.012 3.101 2.671  O3 1.408, H6 1.127, H7 1.202, H8 1.156
2 C 0.931 -2.134 -2.921  S5 1.782, H9 1.064, H10 1.140, H11 1.132
3 O 0.146 1.723 2.433  C1 1.408, P4 1.644
4 P 0.833 1.223 1.026  O3 1.644, H12 1.372
5 S 0.775 -1.593 -1.231  C2 1.782
6 H 0.934 3.702 2.546  C1 1.127
7 H -0.305 3.177 3.835  C1 1.202
8 H -0.809 3.636 2.028  C1 1.156
9 H 1.865 -2.454 -3.319  C2 1.064
10 H 0.268 -1.494 -3.593  C2 1.140
11 H 0.598 -3.215 -2.865  C2 1.132
12 H 0.879 0.075 1.774  P4 1.372

These are the natural (NBO) partial charges, in e, on atoms 1 to 8:
1. C -0.27
2. C -0.84
3. O -0.78
4. P 0.59
5. S 0.11
6. H 0.18
7. H 0.19
8. H 0.18